Below is a molecular structure, C17H27BN6NaS3 at a distorted geometry, with properties calculated with ωB97M-V/def2-TZVPD.

The geometry in XYZ format:
```
55
Properties=species:S:1:pos:R:3:forces:R:3:nbo_charge:R:1
Na -5.761 -9.080 10.470 0.1 -0.3 -0.4 0.87
C -4.756 -5.137 10.972 -0.7 1.0 1.9 -0.40
N -4.120 -6.141 11.818 1.6 -0.9 -0.7 -0.40
C -3.658 -6.150 13.178 -0.2 0.1 -2.4 -0.14
C -2.740 -7.136 13.266 -1.0 0.7 0.8 -0.02
N -2.651 -7.746 12.062 1.0 -0.6 -0.8 -0.52
B -1.651 -8.940 11.861 -0.3 -0.7 -1.0 0.20
N -2.475 -10.305 11.780 0.6 1.4 -1.1 -0.52
C -2.705 -11.001 10.585 1.0 1.5 0.1 -0.08
C -3.414 -12.059 10.890 -1.5 -2.9 0.2 -0.08
N -3.642 -12.071 12.235 0.3 1.3 1.6 -0.37
C -4.417 -12.997 13.011 -0.8 0.1 0.1 -0.41
C -3.099 -10.917 12.782 -0.2 -1.3 -1.0 0.26
S -3.246 -10.445 14.369 -0.2 0.3 1.1 -0.41
C -3.408 -7.123 11.144 -0.5 -0.1 1.2 0.27
S -3.521 -7.520 9.511 -0.3 0.0 -0.4 -0.40
H -4.205 -5.011 10.048 0.2 0.2 0.1 0.24
H -4.877 -4.206 11.578 0.4 -0.5 -0.6 0.19
H -5.771 -5.415 10.723 -0.2 -0.4 -0.2 0.20
H -4.087 -5.451 13.816 -0.3 0.9 1.3 0.21
H -2.196 -7.491 14.129 -0.1 0.0 -0.2 0.25
H -1.076 -8.877 10.737 -0.2 0.2 1.2 -0.05
H -1.046 -8.916 12.895 0.6 -0.2 -0.2 -0.05
H -2.350 -10.704 9.618 0.2 0.3 0.1 0.24
H -3.786 -12.919 10.362 0.0 0.2 -0.6 0.22
H -5.441 -12.617 13.141 0.0 -0.1 -0.3 0.21
H -4.055 -13.062 14.047 0.4 -0.2 -0.6 0.24
H -4.449 -13.940 12.462 0.0 -0.1 0.4 0.20
N -7.809 -7.733 10.280 -0.3 -1.5 3.0 -0.89
C -8.809 -8.203 11.321 1.5 1.4 0.4 -0.23
C -8.257 -7.920 12.770 -0.9 1.3 -1.7 -0.41
C -7.186 -8.834 13.251 -0.9 -1.3 1.0 -0.23
N -5.851 -8.633 12.733 -0.1 -1.4 -0.3 -0.90
H -7.775 -6.749 10.289 0.0 1.1 -0.6 0.36
H -7.975 -8.188 9.429 -0.4 -0.2 -1.6 0.39
H -8.907 -9.277 11.223 -0.4 -0.1 -0.3 0.23
H -9.745 -7.639 11.174 0.0 -0.6 0.2 0.17
H -9.110 -7.812 13.453 0.1 -0.7 0.0 0.21
H -7.870 -6.902 12.804 0.2 0.4 -0.3 0.18
H -7.539 -9.871 13.017 0.6 0.5 0.2 0.20
H -7.201 -8.727 14.339 0.1 -0.3 0.2 0.17
H -5.228 -9.198 13.308 0.3 -0.2 -0.1 0.40
H -5.515 -7.717 12.870 0.1 1.4 0.2 0.36
S -7.726 -11.160 9.854 -0.1 0.8 0.4 -0.58
C -7.218 -12.657 9.176 0.6 0.2 -0.4 -0.14
C -6.557 -12.694 7.902 -0.9 3.7 1.6 -0.24
C -6.260 -13.847 7.325 0.3 -1.8 -1.8 -0.22
C -6.472 -15.084 7.921 0.3 -0.8 0.2 -0.29
C -6.976 -15.042 9.199 -0.9 -0.8 0.5 -0.20
C -7.423 -13.880 9.815 0.0 -0.3 0.5 -0.27
H -6.332 -11.686 7.385 -0.5 -1.8 0.9 0.21
H -5.973 -13.745 6.306 0.7 -0.4 -0.8 0.19
H -6.250 -16.071 7.458 -0.1 1.0 0.2 0.20
H -7.192 -15.957 9.745 0.2 -0.2 -0.2 0.19
H -7.936 -14.009 10.803 0.6 0.6 -1.0 0.21
```
Forces are in eV/Å.

HOMO-LUMO gap (Eh): 0.220
HOMO level (eV): -4.06
E_LUMO (eV): 1.918
Net charge: -1


Below is a single C17H27ClN2O3S2 molecule at a distorted geometry, with properties calculated with ωB97M-V/def2-TZVPD.

The geometry in XYZ format:
```
52
Properties=species:S:1:pos:R:3:forces:R:3:nbo_charge:R:1
C 0.569 0.058 -3.297 0.1 0.4 0.2 -0.61
C -0.540 0.650 -2.421 -0.3 -0.3 -0.1 -0.53
S -0.135 2.308 -1.814 0.3 0.2 0.1 0.20
C -1.466 2.604 -0.598 -0.7 -0.4 0.2 -0.42
C -2.835 2.816 -1.287 0.4 0.6 0.1 -0.61
C -1.096 3.767 0.364 -0.4 1.2 -0.7 0.68
O -1.591 4.878 0.157 0.3 -0.9 0.2 -0.63
N -0.244 3.559 1.406 0.6 -0.7 0.4 -0.43
C 0.116 4.649 2.325 -0.2 0.2 -0.2 -0.41
C 0.496 2.310 1.651 0.0 -0.3 -0.4 -0.26
C 1.955 2.309 1.154 -0.2 0.2 0.1 -0.07
O 2.561 1.056 1.451 0.1 0.0 -0.1 -0.55
C 2.295 0.004 0.523 -0.6 0.0 0.2 -0.06
C 2.282 -1.318 1.319 -1.0 0.7 0.8 -0.25
N 1.250 -2.311 0.950 0.9 -0.5 -0.8 -0.42
C 1.824 -3.628 0.632 -0.2 0.0 0.0 -0.41
C -0.085 -2.045 1.059 1.1 1.7 0.6 0.66
O -0.528 -0.952 1.412 0.6 -0.1 -0.1 -0.63
C -1.010 -3.105 0.742 -1.5 -2.0 0.9 -0.21
C -1.304 -3.561 -0.570 -0.7 -1.6 -0.3 -0.02
C -0.702 -3.048 -1.863 -0.1 -0.1 0.2 -0.64
C -2.179 -4.642 -0.528 0.3 0.7 0.1 -0.42
S -2.696 -5.067 1.065 0.7 0.8 -0.5 0.48
C -1.699 -3.821 1.727 0.3 0.3 -1.0 -0.22
Cl -1.647 -3.622 3.438 0.2 0.1 -0.4 0.06
H 0.288 -0.919 -3.689 -0.1 0.0 0.1 0.21
H 0.781 0.707 -4.147 0.0 0.0 0.0 0.22
H 1.494 -0.059 -2.731 0.0 0.0 0.0 0.21
H -1.465 0.707 -2.995 0.0 0.0 0.0 0.21
H -0.736 0.001 -1.566 0.1 0.0 0.1 0.21
H -1.576 1.700 -0.002 0.3 -0.2 0.1 0.23
H -3.624 3.004 -0.558 0.1 0.0 0.1 0.22
H -2.805 3.673 -1.963 0.1 0.0 0.1 0.23
H -3.134 1.946 -1.870 0.2 -0.2 0.1 0.20
H -0.488 5.547 2.179 0.0 -0.4 -0.3 0.25
H -0.021 4.335 3.360 0.0 -0.2 0.0 0.20
H 1.160 4.935 2.192 0.1 0.0 0.0 0.19
H 0.496 2.059 2.713 0.1 0.4 0.2 0.21
H 0.001 1.441 1.230 -0.3 0.1 -0.3 0.24
H 2.031 2.550 0.093 -0.2 -0.2 -0.1 0.19
H 2.514 3.089 1.671 0.2 -0.2 0.2 0.18
H 1.333 0.161 0.034 -0.2 0.0 0.1 0.19
H 3.033 -0.018 -0.279 0.3 0.1 0.0 0.17
H 3.288 -1.738 1.347 -0.3 -0.5 -0.3 0.21
H 2.039 -1.063 2.353 0.2 0.4 0.0 0.23
H 1.088 -4.386 0.365 -0.2 0.3 0.1 0.22
H 2.520 -3.544 -0.204 0.0 0.1 0.0 0.20
H 2.379 -4.010 1.490 0.0 0.0 0.1 0.20
H -0.519 -3.860 -2.567 -0.1 -0.1 0.1 0.23
H -1.370 -2.345 -2.361 0.0 0.1 0.1 0.23
H 0.261 -2.559 -1.721 0.0 0.1 0.2 0.22
H -2.559 -5.202 -1.369 0.0 0.1 0.0 0.24
```
Forces are in eV/Å.

Relative energy (zero: lowest compared OMol25 entry of this formula, charge and spin) (eV): 0.776
HOMO-LUMO gap (Eh): 0.332
HOMO level (eV): -8.57
E_LUMO (eV): 0.460


Below is a molecular structure, C17H27ErO7S at a distorted geometry, with properties calculated with ωB97M-V/def2-TZVPD.

The geometry in XYZ format:
```
53
Properties=species:S:1:pos:R:3:forces:R:3:nbo_charge:R:1
Er 0.955 0.199 0.054 -0.3 -1.7 -0.5 2.08
C -1.199 -0.061 -2.334 0.1 0.1 -0.1 -0.09
C -1.599 -1.334 -1.629 0.0 -0.1 0.1 -0.08
O -0.881 -1.391 -0.380 0.1 0.1 0.1 -0.58
C -0.383 -2.694 -0.013 -0.1 0.0 0.0 -0.10
C 0.897 -3.010 -0.747 0.2 -0.1 0.0 -0.10
O 1.837 -1.945 -0.510 0.0 0.1 0.1 -0.60
C 3.031 -2.025 -1.316 -0.1 -0.2 0.0 -0.10
C 3.681 -0.661 -1.309 0.0 0.1 -0.1 -0.10
O 2.707 0.349 -1.628 0.0 0.0 0.1 -0.58
C 2.377 0.485 -3.025 0.2 0.0 0.1 -0.08
C 0.932 0.909 -3.101 -0.2 0.0 -0.1 -0.09
O 0.233 -0.030 -2.262 0.0 0.1 0.2 -0.60
H -1.614 0.836 -1.859 0.0 0.0 0.0 0.20
H -1.528 -0.090 -3.375 0.0 0.0 0.0 0.23
H -1.335 -2.202 -2.235 0.0 0.0 0.0 0.20
H -2.671 -1.352 -1.425 0.0 0.0 0.0 0.23
H -1.132 -3.460 -0.223 0.0 0.0 0.0 0.23
H -0.221 -2.656 1.064 0.0 0.0 0.0 0.23
H 0.740 -3.086 -1.828 0.0 0.0 0.0 0.20
H 1.309 -3.955 -0.384 0.0 0.0 0.0 0.23
H 2.734 -2.338 -2.321 0.1 0.0 0.0 0.20
H 3.708 -2.775 -0.901 0.0 0.0 0.0 0.23
H 4.515 -0.628 -2.013 0.0 0.0 0.0 0.23
H 4.066 -0.398 -0.321 0.0 0.0 0.0 0.24
H 2.519 -0.473 -3.527 0.0 0.0 0.0 0.20
H 3.034 1.229 -3.479 0.0 0.0 0.0 0.23
H 0.570 0.845 -4.129 0.0 0.0 0.0 0.22
H 0.770 1.923 -2.724 0.1 0.0 0.0 0.22
C 2.399 3.870 0.727 0.1 0.0 0.0 -0.73
C 1.863 2.499 0.546 -0.3 0.3 -0.1 0.81
O 2.501 1.477 0.934 0.3 0.5 0.1 -0.73
O 0.718 2.324 -0.052 0.3 0.7 0.1 -0.81
H 3.050 3.908 1.596 0.0 0.0 0.0 0.26
H 1.594 4.597 0.781 0.0 0.0 0.0 0.26
H 3.002 4.100 -0.156 0.0 0.0 0.0 0.27
C -0.427 1.415 3.979 -0.1 0.1 0.0 -0.81
S -0.676 -0.188 3.266 0.5 -0.4 0.2 1.31
O 0.320 -0.207 2.086 -0.3 0.0 0.0 -1.05
C -2.271 -0.033 2.568 -0.2 0.2 -0.2 -0.24
C -2.564 0.969 1.639 0.0 0.0 0.1 -0.25
C -3.845 1.053 1.131 0.0 -0.1 0.0 -0.19
C -4.818 0.144 1.551 0.0 0.1 -0.1 -0.16
C -4.516 -0.847 2.470 0.1 0.0 0.1 -0.19
C -3.227 -0.945 2.989 -0.1 0.0 -0.2 -0.20
H -0.498 2.174 3.200 0.0 0.0 0.0 0.24
H 0.554 1.413 4.449 0.0 0.0 0.0 0.27
H -1.208 1.555 4.727 0.0 0.0 0.0 0.27
H -1.815 1.699 1.341 0.0 0.0 0.0 0.23
H -4.100 1.837 0.432 0.0 0.0 0.0 0.24
H -5.825 0.223 1.166 0.0 0.0 0.0 0.24
H -5.279 -1.538 2.797 0.0 0.0 0.0 0.25
H -2.982 -1.711 3.712 0.0 0.0 0.0 0.24
```
Forces are in eV/Å.

HOMO-LUMO gap (spin up / spin down) (Eh): 0.374 / 0.375
HOMO level (spin up / spin down) (eV): -15.37 / -15.37
Spin multiplicity: 4
E_LUMO (spin up / spin down) (eV): -5.188 / -5.176
Net charge: +2


Below is a molecular structure, C17H27F3LiN2O4SSi at a distorted geometry, with properties calculated with ωB97M-V/def2-TZVPD.

The geometry in XYZ format:
```
56
Properties=species:S:1:pos:R:3:forces:R:3:nbo_charge:R:1
C -0.049 3.148 1.772 -0.2 0.0 -0.5 -1.03
Si -1.377 2.189 0.826 -0.5 0.2 0.0 1.64
C -1.453 2.764 -0.939 0.3 -0.2 0.4 -1.12
C -3.011 2.627 1.642 0.5 -0.1 -0.3 -1.09
C -1.174 0.323 0.928 0.1 0.1 0.3 -0.80
C -1.508 -0.360 2.228 0.5 0.0 -0.3 0.82
O -1.994 0.100 3.222 -0.3 0.7 0.9 -0.63
O -1.071 -1.616 2.179 -0.3 -0.4 0.0 -0.49
C -0.390 -1.856 0.909 0.1 -0.6 0.1 0.09
C -1.309 -2.610 -0.050 0.2 0.1 -0.3 -0.42
C -1.059 -2.368 -1.551 -0.5 0.0 0.1 -0.42
C -2.279 -1.688 -2.204 0.3 0.0 -0.2 -0.41
C -2.083 -0.612 -3.277 -0.2 -0.2 0.1 -0.51
S -0.701 -0.801 -4.440 0.0 -0.4 -0.1 0.29
C 0.189 0.589 -3.940 0.3 0.1 0.0 0.26
N -0.117 1.831 -4.070 0.0 0.0 0.1 -0.29
N 0.910 2.553 -3.468 0.0 0.1 -0.1 -0.29
C 1.757 1.682 -3.061 -0.1 0.1 0.0 0.29
O 1.379 0.414 -3.291 0.0 0.0 -0.1 -0.42
C 0.084 -0.466 0.544 0.0 0.7 -0.4 -0.23
C 1.379 -0.059 1.280 0.1 -0.3 0.1 -0.43
C 1.889 -1.032 2.346 -0.2 0.3 -0.1 -0.07
O 2.496 -2.190 1.815 0.1 0.0 0.1 -0.53
C 3.897 -2.229 1.769 -0.3 -0.3 0.0 -0.15
C 4.429 -2.141 0.346 0.2 0.6 -0.1 0.95
F 4.918 -0.911 0.072 0.0 0.3 0.1 -0.34
F 5.427 -2.991 0.152 0.4 -0.4 0.0 -0.31
F 3.499 -2.382 -0.564 -0.5 -0.2 -0.3 -0.31
H -0.196 4.208 1.598 -0.1 0.3 0.1 0.26
H 0.968 2.913 1.496 0.3 -0.1 0.2 0.26
H -0.223 2.953 2.829 0.2 0.0 -0.1 0.04
H -2.171 2.171 -1.493 -0.1 -0.2 -0.2 0.25
H -0.500 2.746 -1.458 0.1 0.0 -0.2 0.26
H -1.822 3.783 -0.940 0.0 0.3 -0.1 0.26
H -3.708 1.810 1.504 -0.3 -0.1 0.0 0.26
H -3.410 3.514 1.164 -0.2 0.2 0.0 0.25
H -2.932 2.807 2.708 -0.1 0.0 0.3 0.21
H -1.951 -0.029 0.246 -0.3 0.0 -0.2 0.27
H 0.419 -2.520 1.171 0.3 0.0 0.0 0.23
H -1.178 -3.661 0.164 0.0 -0.3 0.1 0.23
H -2.348 -2.393 0.172 -0.2 0.1 0.2 0.21
H -0.140 -1.825 -1.716 0.2 0.2 -0.1 0.21
H -0.929 -3.326 -2.033 0.2 -0.2 -0.2 0.23
H -2.912 -2.469 -2.603 -0.2 -0.2 -0.1 0.22
H -2.870 -1.210 -1.429 -0.2 0.1 0.1 0.19
H -2.969 -0.566 -3.894 -0.3 0.1 -0.1 0.24
H -1.970 0.357 -2.815 0.1 0.3 0.0 0.22
H 2.699 1.859 -2.591 0.3 0.0 0.2 0.21
H 0.245 -0.305 -0.512 0.1 -0.4 -0.3 0.24
H 1.276 0.905 1.768 -0.2 0.2 0.1 0.19
H 2.156 0.069 0.536 0.3 0.1 -0.1 0.23
H 1.057 -1.372 2.949 -0.1 -0.1 0.2 0.20
H 2.558 -0.507 3.023 0.4 0.0 0.0 0.17
H 4.345 -1.437 2.357 0.2 0.2 0.1 0.20
H 4.219 -3.185 2.159 0.1 -0.2 0.1 0.22
Li -0.389 2.799 4.466 -0.3 -0.3 0.3 0.99
```
Forces are in eV/Å.

HOMO-LUMO gap (Eh): 0.252
HOMO level (eV): -11.58
E_LUMO (eV): -4.732
Net charge: +1